{
  "formula": "C65H142B2F8N7O6",
  "method": "the ωB97M-V functional and the def2-TZVPD basis",
  "orbital_gap_ev": 4.98,
  "energy_ev": -115497.7796,
  "homo_ev": -9.19,
  "max_force_ha_per_bohr": 0.10324,
  "total_charge": 3,
  "symbols": ["C", "C", "C", "N", "C", "C", "C", "C", "C", "C", "H", "H", "H", "H", "H", "H", "H", "H", "H", "H", "H", "H", "H", "H", "H", "H", "H", "H", "H", "H", "C", "C", "C", "N", "C", "C", "C", "C", "C", "C", "H", "H", "H", "H", "H", "H", "H", "H", "H", "H", "H", "H", "H", "H", "H", "H", "H", "H", "H", "H", "C", "C", "C", "N", "C", "C", "C", "C", "C", "C", "H", "H", "H", "H", "H", "H", "H", "H", "H", "H", "H", "H", "H", "H", "H", "H", "H", "H", "H", "H", "C", "C", "C", "N", "C", "C", "C", "C", "C", "C", "H", "H", "H", "H", "H", "H", "H", "H", "H", "H", "H", "H", "H", "H", "H", "H", "H", "H", "H", "H", "C", "C", "C", "N", "C", "C", "C", "C", "C", "C", "H", "H", "H", "H", "H", "H", "H", "H", "H", "H", "H", "H", "H", "H", "H", "H", "H", "H", "H", "H", "C", "C", "C", "N", "C", "C", "C", "C", "C", "C", "H", "H", "H", "H", "H", "H", "H", "H", "H", "H", "H", "H", "H", "H", "H", "H", "H", "H", "H", "H", "C", "C", "C", "N", "C", "C", "C", "C", "C", "C", "H", "H", "H", "H", "H", "H", "H", "H", "H", "H", "H", "H", "H", "H", "H", "H", "H", "H", "H", "H", "B", "F", "F", "F", "F", "B", "F", "F", "F", "F", "O", "C", "O", "O", "H", "O", "C", "O", "O", "H"],
  "xyz": [[-3.56655, 3.83913, 8.85647], [-2.39395, 3.99038, 9.80671], [-1.60109, 2.71754, 9.96684], [-0.32260, 2.88813, 10.78883], [0.62936, 3.82369, 9.97466], [2.03604, 3.86484, 10.69664], [2.58356, 2.47713, 10.87969], [1.67449, 1.58040, 11.71433], [0.26205, 1.48941, 11.15580], [-0.65337, 3.54578, 12.11796], [-3.14682, 3.45995, 7.92473], [-4.04622, 4.80455, 8.69529], [-4.33384, 3.11381, 9.12719], [-2.79954, 4.38185, 10.73963], [-1.77263, 4.75761, 9.34473], [-1.34074, 2.20501, 9.04075], [-2.18189, 1.98588, 10.52847], [0.74762, 3.31025, 9.02046], [0.11915, 4.78098, 9.86799], [2.71797, 4.43930, 10.06969], [2.02917, 4.43097, 11.62807], [2.57925, 2.05576, 9.87444], [3.58450, 2.52207, 11.30889], [2.20024, 0.63815, 11.55993], [1.66518, 1.93874, 12.74370], [0.18767, 0.93795, 10.21854], [-0.39703, 1.13709, 11.94926], [0.16306, 3.51826, 12.83962], [-1.58993, 3.22525, 12.57427], [-0.78655, 4.59636, 11.85982], [-4.94779, 10.65857, 5.58105], [-3.85094, 10.60374, 4.52010], [-2.88707, 9.39464, 4.62170], [-1.77102, 9.33736, 3.54543], [-1.08316, 7.97356, 3.72076], [-0.04203, 7.70086, 2.67447], [-0.63677, 7.90699, 1.28868], [-1.19901, 9.33556, 1.07977], [-2.28740, 9.64686, 2.13215], [-0.81250, 10.41455, 3.99789], [-4.52876, 10.91133, 6.55503], [-5.66165, 9.83486, 5.58298], [-5.63117, 11.44919, 5.27120], [-3.24286, 11.50450, 4.60356], [-4.26441, 10.57234, 3.51205], [-3.42424, 8.44620, 4.62137], [-2.36990, 9.40882, 5.58109], [-1.83755, 7.19241, 3.62691], [-0.56895, 7.97625, 4.68184], [0.30300, 6.67465, 2.80076], [0.82910, 8.32973, 2.85822], [-1.45195, 7.21100, 1.09078], [0.17301, 7.66313, 0.60101], [-1.78197, 9.33334, 0.15877], [-0.52459, 10.18426, 1.19368], [-3.13526, 8.96188, 2.12529], [-2.64406, 10.67462, 2.06438], [0.15255, 10.20388, 3.53703], [-0.63730, 10.47897, 5.07179], [-1.12893, 11.36572, 3.56982], [-1.54814, -0.18056, -1.01405], [-2.70958, -1.06203, -0.49449], [-3.04732, -0.78894, 1.02101], [-4.21822, -1.68988, 1.56203], [-4.59094, -1.11232, 2.97508], [-5.90061, -1.71775, 3.58526], [-7.11203, -1.62674, 2.65317], [-6.76471, -2.19719, 1.26621], [-5.50069, -1.52168, 0.70160], [-3.77987, -3.15898, 1.70641], [-1.72997, 0.08684, -2.05498], [-0.54474, -0.59997, -0.94059], [-1.63803, 0.80252, -0.55192], [-2.43495, -2.11610, -0.53467], [-3.50041, -0.95197, -1.23650], [-3.37454, 0.23966, 1.17271], [-2.19407, -0.87097, 1.69432], [-4.83784, -0.05210, 2.91963], [-3.77687, -1.13498, 3.69957], [-6.13699, -1.10186, 4.45296], [-5.88402, -2.76366, 3.89171], [-7.36505, -0.57358, 2.53093], [-7.93827, -2.16099, 3.12222], [-7.65281, -1.94491, 0.68680], [-6.73648, -3.28678, 1.25636], [-5.69539, -0.45696, 0.57284], [-5.10900, -1.89686, -0.24387], [-4.27163, -3.55081, 2.59676], [-2.70187, -3.16945, 1.86740], [-4.04366, -3.70163, 0.79864], [1.98050, -8.85206, 2.33744], [0.94350, -9.75279, 3.16729], [0.08749, -10.62191, 2.22928], [-0.92146, -11.46544, 2.96150], [-0.33412, -12.59490, 3.92177], [0.55272, -13.64381, 3.32820], [-0.18155, -14.39150, 2.21397], [-0.76206, -13.38467, 1.23760], [-1.57941, -12.25305, 1.77975], [-1.93456, -10.61813, 3.71609], [2.16916, -7.95394, 2.92558], [1.59050, -8.56632, 1.36053], [2.89109, -9.40678, 2.11113], [0.33333, -9.07525, 3.76455], [1.50206, -10.41121, 3.83257], [0.81013, -11.26153, 1.72254], [-0.55113, -9.95443, 1.65072], [0.18307, -12.08001, 4.73140], [-1.20766, -13.03333, 4.40427], [1.39909, -13.17769, 2.82375], [0.94140, -14.34561, 4.06610], [0.36039, -15.17548, 1.68502], [-1.06078, -14.86618, 2.64955], [0.07679, -12.98250, 0.66955], [-1.38099, -14.01379, 0.59789], [-1.85732, -11.54787, 0.99642], [-2.51348, -12.58207, 2.23510], [-2.39711, -9.90515, 3.03359], [-1.41703, -10.21206, 4.58522], [-2.76476, -11.20381, 4.11088], [1.93577, -3.84853, -7.47525], [2.77821, -3.14054, -8.53228], [4.28620, -3.53603, -8.48029], [5.08462, -3.25301, -9.82258], [4.56896, -4.07730, -11.05852], [4.91681, -5.59285, -10.87553], [6.44832, -5.72573, -10.76904], [7.12807, -4.86499, -9.68991], [6.66145, -3.40279, -9.67199], [4.92486, -1.74957, -10.23785], [2.12753, -4.92136, -7.49404], [0.85350, -3.79599, -7.59368], [2.23555, -3.44142, -6.50959], [2.72360, -2.06130, -8.38958], [2.28781, -3.31106, -9.49067], [4.50084, -4.57596, -8.23417], [4.63792, -2.87584, -7.68747], [3.49350, -3.89991, -11.06335], [4.98147, -3.68066, -11.98622], [4.36747, -6.00673, -10.02994], [4.58211, -6.15442, -11.74771], [6.70883, -6.78106, -10.68843], [6.91274, -5.36148, -11.68541], [7.14844, -5.30655, -8.69357], [8.19160, -4.96413, -9.90714], [6.94059, -2.71431, -8.87438], [7.08750, -3.08890, -10.62491], [3.92640, -1.59167, -10.64559], [5.48853, -1.47005, -11.12795], [5.02197, -1.01734, -9.43629], [7.25229, 3.19794, 0.42222], [7.89922, 1.85567, 0.47386], [6.94503, 0.75893, -0.01103], [7.61858, -0.64371, -0.15606], [6.50237, -1.51349, -0.83213], [7.01818, -2.86949, -1.34700], [8.25854, -2.86838, -2.20791], [9.28653, -1.91231, -1.58982], [8.82416, -0.54441, -1.07342], [7.96668, -1.16875, 1.25361], [6.88067, 3.48916, -0.56022], [7.98197, 3.89709, 0.83069], [6.43034, 3.12007, 1.13386], [8.22321, 1.69745, 1.50250], [8.72959, 1.88424, -0.23167], [6.52866, 1.08408, -0.96445], [6.18500, 0.61477, 0.75688], [6.16494, -1.03428, -1.75115], [5.57765, -1.65389, -0.27243], [6.25789, -3.36335, -1.95212], [7.23493, -3.49047, -0.47781], [8.06228, -2.56270, -3.23560], [8.60311, -3.90001, -2.27946], [10.16187, -1.78472, -2.22669], [9.77275, -2.42260, -0.75838], [8.56263, 0.10504, -1.90883], [9.58341, -0.00995, -0.50246], [8.61301, -0.49425, 1.81523], [8.35286, -2.15712, 1.00442], [6.98340, -1.23570, 1.71920], [-3.39610, 7.63256, -11.34902], [-3.49796, 6.23497, -10.66105], [-3.73569, 6.59228, -9.13209], [-3.71271, 5.34369, -8.18883], [-3.80630, 5.78574, -6.68905], [-4.23331, 4.61262, -5.74818], [-5.53330, 3.97026, -6.26912], [-5.36181, 3.37798, -7.67512], [-4.96441, 4.47986, -8.69699], [-2.41866, 4.54990, -8.32382], [-3.07895, 7.55450, -12.38893], [-2.57409, 8.21965, -10.93946], [-4.32916, 8.17841, -11.20922], [-2.58295, 5.68722, -10.88647], [-4.36937, 5.76097, -11.11279], [-4.61420, 7.22789, -9.02111], [-2.93259, 7.10957, -8.60717], [-4.60911, 6.52200, -6.72822], [-2.88216, 6.34684, -6.55037], [-4.34458, 4.94144, -4.71494], [-3.48733, 3.82798, -5.62180], [-6.40815, 4.62044, -6.27366], [-5.76174, 3.08488, -5.67581], [-6.20276, 2.77416, -8.01614], [-4.57790, 2.62277, -7.73196], [-5.84562, 5.05709, -8.97696], [-4.60903, 3.94412, -9.57721], [-2.48984, 4.07527, -9.30248], [-2.29872, 3.83454, -7.51020], [-1.52440, 5.17118, -8.27477], [-7.76873, -8.68478, 0.94627], [-8.09381, -7.83953, -0.07700], [-6.57661, -9.30451, 0.56156], [-7.47933, -7.93476, 2.08031], [-8.73548, -9.66053, 1.14059], [1.67537, -1.39723, 5.22284], [1.11061, -0.19622, 5.04153], [2.51566, -1.31952, 6.33254], [0.68425, -2.35242, 5.47673], [2.37644, -1.75140, 4.12820], [-8.48836, 3.79459, 1.08049], [-7.77750, 4.23785, 2.05241], [-8.49220, 4.60524, 2.96103], [-6.52672, 4.27341, 2.04745], [-9.27108, 3.93232, 1.61898], [3.33438, 4.10934, -5.15585], [4.65886, 3.79580, -5.29836], [5.41699, 4.75567, -5.38783], [5.11909, 2.66829, -5.43934], [3.51650, 5.05149, -5.18430]],
  "atomic_forces_ev_per_a": [[0.104, -0.567, -0.682], [-0.376, 0.484, -0.265], [0.021, -0.668, 1.209], [-0.018, 0.374, 0.737], [1.129, -1.478, 1.724], [-0.913, 0.977, -0.622], [-0.741, 0.295, -0.389], [0.656, 0.443, -0.834], [0.045, 1.148, -0.512], [0.036, 1.428, -0.720], [-0.279, 0.238, -0.380], [0.031, -0.131, -0.088], [0.085, 0.065, 0.427], [0.400, -0.134, 0.229], [0.058, 0.129, 0.223], [0.202, 0.389, -0.179], [-0.150, -0.039, 0.072], [-0.052, 0.193, -0.116], [0.275, -0.199, 0.080], [-0.110, 0.027, -0.261], [-0.404, -0.034, 0.158], [0.656, -0.306, -0.093], [-0.028, -0.192, -0.198], [-0.640, -0.494, 0.881], [0.080, -0.484, 0.110], [0.106, -0.368, 0.266], [-0.228, -0.337, -0.464], [-0.017, -0.430, -0.332], [0.174, -0.547, -0.322], [-0.092, 0.070, 0.302], [-0.373, 0.394, -0.649], [0.841, -0.808, -0.468], [-0.639, -0.043, 0.159], [0.100, 1.155, 2.277], [-0.035, 0.192, -0.468], [-0.268, 0.300, -0.231], [0.769, 0.651, -0.185], [-1.313, -0.506, 1.126], [0.326, -1.700, 0.816], [0.986, 0.083, -1.364], [-0.277, -0.283, 0.060], [0.627, -0.569, 0.275], [0.263, 0.479, 0.228], [-0.096, 0.183, -0.073], [-0.317, 0.184, 0.123], [-0.141, 0.018, -0.480], [0.141, 0.042, -0.077], [-0.248, 0.231, 0.404], [-0.661, 0.073, 0.295], [-0.075, -0.044, 0.020], [0.113, 0.077, -0.307], [-0.011, -0.161, 0.138], [-0.257, 0.253, -0.428], [0.550, 0.450, -0.333], [0.538, -0.365, -0.729], [-0.186, 0.048, -0.753], [0.159, -0.133, 0.305], [0.004, 0.044, 0.017], [-0.509, -0.246, -0.120], [-0.158, -0.030, 0.380], [-0.736, 0.437, -0.057], [0.834, -0.436, 0.833], [-1.380, -0.052, -1.153], [0.042, 1.308, 1.759], [-1.264, -0.520, 0.374], [-0.047, -0.012, -0.501], [1.137, 0.132, -0.220], [-0.244, 0.197, 0.466], [0.691, -0.580, -0.222], [-0.271, 1.170, 0.039], [0.098, -0.444, -0.191], [-0.171, 0.102, 0.334], [0.490, -0.011, 0.408], [0.161, -0.118, -0.220], [-0.508, 0.203, 0.723], [-0.341, -0.004, -0.216], [0.050, -0.651, -0.159], [0.221, 0.106, -0.902], [0.381, -0.643, -0.445], [0.309, -0.149, 0.233], [0.742, 0.007, 0.222], [-0.298, 0.054, -0.016], [-0.075, 0.121, -0.243], [0.413, 0.067, -0.717], [0.344, -0.054, 0.107], [0.295, 0.118, 0.261], [-0.826, -0.202, -0.184], [-0.046, -0.173, -0.361], [-0.099, 0.035, -0.040], [-0.049, 0.014, 0.194], [-1.043, -1.029, 0.602], [0.739, 0.649, -1.000], [0.724, 1.229, 2.095], [0.184, -2.300, -0.905], [-0.563, 1.490, 0.846], [0.332, -0.436, -1.873], [-1.258, 0.392, 0.978], [0.984, -0.633, -0.580], [-1.299, 0.273, 1.554], [0.368, -0.729, -0.103], [0.303, -0.124, -0.198], [-0.333, 0.143, 0.106], [0.094, 0.093, 0.338], [-0.041, -0.135, -0.004], [0.058, 0.151, 0.147], [-0.681, 0.012, -0.548], [0.462, -0.283, -0.652], [0.024, 0.294, -0.156], [-0.218, -0.032, -0.310], [0.422, 0.159, 0.352], [-0.130, 0.356, 0.304], [0.302, 0.276, 0.174], [0.021, -0.434, 0.281], [-0.139, 0.021, -0.452], [-0.184, 0.638, -0.486], [0.164, 0.129, 0.157], [-0.088, -0.355, -0.193], [0.432, 0.257, 0.105], [-0.098, 0.424, -0.339], [0.250, -0.501, -0.241], [0.661, -0.334, 0.376], [-0.215, -0.159, -0.865], [-0.331, 0.478, -1.136], [0.797, 1.914, -0.790], [-0.198, -1.006, 1.629], [0.480, 1.356, -0.245], [-0.362, 0.348, 0.181], [0.027, -0.834, 1.478], [-0.966, -1.096, -1.239], [-1.358, -0.522, -0.403], [0.245, -0.073, 0.139], [0.149, 0.613, -0.180], [-0.320, -0.285, 0.245], [-0.008, 0.026, 0.066], [0.357, -0.209, -0.253], [-0.228, 0.078, -0.044], [0.933, -0.178, -0.272], [0.099, -0.074, -0.096], [0.328, 0.210, 0.333], [0.182, 0.019, 0.162], [-0.113, 0.202, -0.087], [0.195, 0.128, 0.223], [-0.305, -0.201, -0.448], [-0.794, -0.193, 0.178], [0.154, 0.813, -0.226], [0.170, -0.456, 0.067], [-0.472, 0.938, 0.019], [-0.410, -0.419, 0.459], [0.845, -0.500, 0.467], [0.496, -0.500, 0.230], [-0.554, 0.194, 0.824], [0.424, -1.015, -1.021], [0.973, -0.053, 0.898], [-1.814, 1.026, -0.291], [0.936, -0.668, -1.512], [-0.068, -0.364, 0.768], [0.248, 1.302, -0.033], [1.223, -0.654, 0.728], [-0.470, -0.440, -0.352], [-1.155, -0.244, -1.935], [0.152, 0.061, 0.072], [-0.278, 0.345, -0.291], [-0.341, 0.616, -0.093], [0.287, -0.258, -0.146], [0.399, -0.087, 0.362], [-0.080, -0.477, -0.043], [-0.334, -0.062, -0.333], [0.351, 0.906, 0.190], [0.544, 0.317, 0.830], [-0.490, 0.111, 0.486], [-0.185, -0.318, 0.022], [-0.287, 0.175, -0.043], [0.392, 0.172, 0.130], [-0.228, 0.399, -0.369], [-0.189, -0.196, 0.385], [-0.338, 0.034, 0.028], [0.139, -0.376, -0.082], [0.126, -0.212, -0.446], [0.301, 0.103, 0.888], [0.263, -0.222, 0.352], [0.691, -0.418, 0.235], [-0.113, 2.164, 0.758], [1.771, -1.580, 0.098], [-1.968, -0.608, -0.207], [-1.134, -0.453, -1.222], [-0.028, 0.348, -0.585], [0.234, -1.219, -0.416], [1.080, 0.888, -0.457], [0.727, -1.591, 1.056], [-0.713, 0.144, -0.629], [-0.677, -0.181, -0.151], [-0.110, 0.054, 0.462], [0.096, 0.077, -0.372], [-0.152, -0.167, 0.375], [0.103, -0.344, 0.338], [-0.353, -0.661, 0.267], [0.406, 0.701, -1.041], [-0.095, 0.038, 0.345], [0.110, -0.428, 0.539], [-0.235, 0.571, -0.174], [0.282, 0.036, -0.505], [0.138, 0.228, 0.246], [-0.162, 0.343, 0.543], [-0.461, 0.647, -0.074], [0.417, 0.031, 0.534], [0.515, 0.739, 0.283], [0.075, 0.470, -0.155], [0.388, -0.217, 0.271], [-0.506, -0.056, -0.211], [-0.349, 0.478, -0.151], [0.568, -0.484, -0.166], [-0.887, 1.153, -1.121], [1.270, -0.902, -0.145], [-0.202, 0.407, 1.100], [-0.416, -0.058, 0.380], [-0.059, -1.183, 1.546], [-1.433, 2.719, -0.496], [0.723, -0.053, 0.849], [-0.676, -0.616, 0.097], [1.373, -0.738, -2.080], [-1.179, -2.140, -4.497], [4.707, 1.180, 2.153], [-2.006, 1.598, 3.992], [0.625, -0.421, -1.024], [-1.803, -0.279, -0.642], [-0.793, -0.559, 0.242], [2.745, -0.685, -1.146], [0.318, 3.341, 0.429], [-1.678, -3.120, 0.460], [-0.667, 0.760, 0.103]],
  "lowdin_charge": [-0.086, -0.252, -0.131, -0.245, -0.049, -0.164, -0.197, -0.160, -0.071, 0.010, 0.081, 0.086, 0.087, 0.116, 0.102, 0.143, 0.141, 0.138, 0.113, 0.119, 0.114, 0.125, 0.130, 0.132, 0.117, 0.142, 0.136, 0.103, 0.119, 0.101, -0.079, -0.225, -0.120, -0.237, -0.112, -0.184, -0.165, -0.130, -0.094, 0.007, 0.083, 0.088, 0.083, 0.109, 0.103, 0.136, 0.124, 0.144, 0.140, 0.131, 0.114, 0.125, 0.119, 0.124, 0.118, 0.144, 0.131, 0.095, 0.116, 0.111, -0.092, -0.214, -0.090, -0.224, -0.086, -0.168, -0.183, -0.144, -0.086, 0.048, 0.068, 0.077, 0.074, 0.100, 0.100, 0.125, 0.136, 0.131, 0.133, 0.121, 0.110, 0.122, 0.126, 0.125, 0.123, 0.144, 0.110, 0.098, 0.105, 0.110, -0.065, -0.196, -0.148, -0.229, -0.078, -0.165, -0.182, -0.184, -0.094, 0.034, 0.074, 0.066, 0.069, 0.100, 0.103, 0.128, 0.138, 0.125, 0.139, 0.115, 0.134, 0.127, 0.120, 0.114, 0.135, 0.140, 0.139, 0.122, 0.104, 0.112, -0.090, -0.238, -0.071, -0.194, -0.077, -0.141, -0.176, -0.179, -0.070, 0.004, 0.076, 0.084, 0.080, 0.110, 0.099, 0.121, 0.133, 0.110, 0.136, 0.109, 0.123, 0.123, 0.118, 0.109, 0.122, 0.137, 0.126, 0.094, 0.105, 0.115, -0.093, -0.263, -0.111, -0.232, -0.082, -0.185, -0.185, -0.159, -0.100, 0.067, 0.096, 0.090, 0.084, 0.115, 0.107, 0.141, 0.136, 0.134, 0.140, 0.123, 0.113, 0.116, 0.121, 0.125, 0.111, 0.146, 0.131, 0.108, 0.096, 0.112, -0.095, -0.194, -0.103, -0.235, -0.067, -0.143, -0.177, -0.171, -0.073, 0.020, 0.082, 0.077, 0.081, 0.106, 0.106, 0.134, 0.122, 0.129, 0.130, 0.122, 0.107, 0.124, 0.119, 0.125, 0.110, 0.137, 0.115, 0.097, 0.100, 0.116, -1.364, 0.114, 0.060, 0.082, 0.107, -1.444, 0.143, 0.084, 0.078, 0.139, 0.077, -1.007, -0.045, -0.109, 0.085, 0.017, -0.942, -0.064, -0.080, 0.070]
}